Record 1
Molecular formula: C3O3Ru
Method: DFT, ωB97M-V/def2-TZVPD

Last column: Löwdin charge in e.
Atoms and positions in Å:
C -1.5409 0.7409 -0.6970  0.22
C -1.2765 -0.3683 0.0589  -0.66
O -2.2889 -1.2010 0.0453  0.20
O 2.2285 0.0073 -0.1523  -0.11
O -0.7096 0.3311 1.1023  -0.18
C 3.0889 -0.7281 -0.2202  0.17
Ru 0.4986 1.2182 -0.1370  1.36

Forces on atoms 1 to 6 (eV/Å):
0.91 0.95 -1.49
-4.67 -0.02 0.97
2.89 0.22 0.39
0.84 -0.25 -0.01
-0.07 -1.75 1.02
0.53 -0.44 -0.01

Highest occupied orbital energy (alpha / beta) ... -14.35 / -15.57 eV
Frontier orbital gap (alpha / beta) ... 7.78 / 7.51 eV
Molar mass ... 185.1 Da
Charge ... +1
Multiplicity ... 6


Record 2
Molecular formula: C54H32I4MnN6
Method: DFT, ωB97M-V/def2-TZVPD

Last column: Löwdin charge in e.
Atoms and positions in Å:
Mn -0.1414 0.2594 -0.5051  0.75
I -4.1533 3.9315 -8.3789  0.94
C -3.3378 3.4772 -6.5278  -0.74
C -2.1349 2.7890 -6.4417  -0.13
C -1.6021 2.4908 -5.2015  -0.04
C -2.2273 2.8903 -4.0120  -0.15
C -3.4642 3.5330 -4.1273  -0.01
C -4.0077 3.8334 -5.3624  -0.13
C -1.5877 2.5006 -2.7356  -0.03
C -0.2108 2.4556 -2.6438  -0.20
C 0.6504 3.3671 -3.3816  0.04
C 1.8302 3.3849 -2.7436  0.01
C 1.7564 2.3908 -1.6824  -0.20
C 2.8696 1.9677 -0.9337  -0.05
C 3.9004 2.9568 -0.5148  -0.14
C 5.0935 2.6248 0.1393  -0.03
C 5.9944 3.5898 0.5526  -0.14
C 5.7174 4.9369 0.3574  -0.74
I 7.0716 6.3858 0.9675  0.92
C 4.5039 5.2989 -0.2086  -0.13
C 3.6125 4.3240 -0.6166  -0.04
C 2.9343 0.5913 -0.7030  -0.17
N 1.8741 -0.2507 -0.5630  0.07
C 2.4230 -1.4644 -0.1789  -0.20
C 1.7563 -2.4237 0.4704  -0.05
C 2.3759 -3.5946 1.2385  -0.26
C 3.1014 -4.5939 0.4592  0.06
C 4.2869 -5.1179 0.8583  -0.10
C 4.8472 -4.7034 2.0913  -0.69
I 6.5874 -5.5387 2.7177  1.16
C 4.2258 -3.7142 2.8890  -0.09
C 3.0502 -3.1800 2.4687  0.08
C -0.8206 -2.6357 -0.0148  -0.39
C -1.9614 -3.4061 0.6143  0.06
C -2.8837 -2.5380 1.0076  0.06
C -2.4449 -1.2116 0.5792  -0.17
N -1.3330 -1.2644 -0.1225  0.06
C -3.1749 -0.0286 0.9231  -0.05
C -2.9247 1.1214 0.2546  -0.19
C -3.8504 2.2312 0.1146  0.06
C -3.5025 2.8505 -1.0244  0.04
C -2.2999 2.1937 -1.5361  -0.14
N -1.9063 1.2394 -0.6836  0.06
C -4.3291 -0.1375 1.8514  -0.22
C -4.1424 0.0636 3.2131  -0.02
C -5.2054 -0.0484 4.0942  -0.13
C -6.4674 -0.3693 3.6114  -0.74
I -8.0648 -0.5425 4.9262  0.93
C -6.6645 -0.5714 2.2499  -0.13
C -5.5964 -0.4550 1.3765  -0.03
C 3.8691 -1.4473 -0.3645  0.04
C 4.1847 -0.1851 -0.6564  0.03
N 0.5277 1.8274 -1.6531  0.06
H -1.6265 2.4622 -7.3359  0.10
H -0.7046 1.8917 -5.1638  0.12
H -4.0350 3.8201 -3.2622  0.08
H -4.9565 4.3434 -5.4155  0.10
H 0.3464 3.9736 -4.2123  0.13
H 2.6988 3.9584 -2.9956  0.12
H 5.3372 1.6058 0.3889  0.09
H 6.9079 3.2882 1.0439  0.10
H 4.2403 6.3392 -0.3171  0.10
H 2.6560 4.6572 -0.9878  0.11
H 2.6707 -4.9043 -0.4790  0.14
H 4.8079 -5.8462 0.2554  0.11
H 4.6927 -3.3952 3.8068  0.11
H 2.5734 -2.4095 3.0560  0.14
H -2.0105 -4.4694 0.7247  0.12
H -3.8059 -2.7371 1.5199  0.13
H -4.6815 2.4368 0.7598  0.13
H -3.9826 3.7078 -1.4520  0.11
H -3.1595 0.3183 3.5887  0.11
H -5.0547 0.1181 5.1493  0.10
H -7.6450 -0.8143 1.8724  0.10
H -5.7534 -0.6099 0.3190  0.13
H 4.5248 -2.2927 -0.2980  0.12
H 5.1502 0.1948 -0.9157  0.12
C -0.0826 0.6977 3.7794  -0.03
C -0.1358 -0.5918 4.2701  -0.03
C -0.0319 -1.6605 3.3837  0.00
C 0.1200 -1.4252 2.0285  -0.15
N 0.1135 -0.1464 1.5519  0.06
C 0.0285 0.8691 2.4074  -0.08
C 0.3603 -2.5515 1.0000  -0.17
C 0.8023 -3.9431 1.5615  -0.06
C 0.4247 -5.1897 0.8346  -0.05
C 0.1099 -5.3357 -0.4540  -0.05
C -0.0041 -4.2693 -1.4648  -0.11
N -0.3887 -3.0744 -1.3072  0.17
H -0.1488 1.5569 4.4271  0.12
H -0.2571 -0.7752 5.3269  0.12
H -0.0864 -2.6653 3.7625  0.11
H 0.0375 1.8666 1.9659  0.13
H 0.6578 -4.1032 2.6248  0.14
H 0.4806 -6.0841 1.4427  0.13
H -0.0581 -6.3398 -0.8215  0.12
H 0.2632 -4.5569 -2.4777  0.12

Forces on atoms 1 to 6 (eV/Å):
0.60 0.92 -0.45
-0.02 0.01 -0.05
0.03 -0.02 0.13
-0.12 0.06 0.00
-0.06 -0.02 0.09
-0.15 -0.06 0.02

Highest occupied orbital energy (alpha / beta) ... -11.10 / -11.14 eV
Frontier orbital gap (alpha / beta) ... 3.53 / 3.56 eV
Molar mass ... 1327.4 Da
Charge ... +2
Multiplicity ... 2


Record 3
Molecular formula: C45H80O23
Method: DFT, ωB97M-V/def2-TZVPD

Last column: Löwdin charge in e.
Atoms and positions in Å:
C -2.0633 -1.1782 4.3816  -0.04
O -2.5017 -0.9836 3.0436  -0.01
C -3.2146 -1.9796 2.4853  -0.65
O -3.2536 -3.1112 2.8422  0.15
O -3.6296 -1.5582 1.3239  -0.03
C -4.5997 -2.3164 0.5025  0.02
H -1.3919 -2.0165 4.5672  0.09
H -2.9148 -1.1324 5.0605  0.11
H -1.4523 -0.3429 4.7237  0.07
H -5.6164 -2.0898 0.8235  0.10
H -4.5206 -3.3850 0.7021  0.08
H -4.4410 -2.0998 -0.5540  0.08
C 8.1093 -0.5551 0.9224  -0.07
O 6.9146 -1.0977 1.4425  0.01
C 6.0418 -1.4288 0.4756  -0.57
O 6.1709 -1.1361 -0.7871  0.02
O 5.0620 -1.9982 1.0162  0.05
C 4.2491 -2.8109 0.2010  -0.03
H 8.1118 0.4348 0.4662  0.10
H 8.5537 -1.3105 0.2743  0.10
H 8.7920 -0.4787 1.7687  0.09
H 4.7435 -3.5971 -0.3694  0.09
H 3.7331 -2.2274 -0.5614  0.08
H 3.5859 -3.4602 0.7725  0.11
C -4.0366 6.4863 0.5050  -0.04
O -2.9155 6.4215 -0.3771  0.01
C -2.4008 5.2107 -0.6624  -0.50
O -2.8332 4.1703 -0.1490  0.07
O -1.2258 5.3637 -1.3548  0.00
C -0.4611 4.2791 -1.6895  -0.07
H -4.9759 6.0166 0.2131  0.09
H -4.2754 7.5089 0.7971  0.10
H -3.8143 5.7919 1.3152  0.07
H -0.8721 3.8296 -2.5935  0.09
H -0.2542 3.5447 -0.9110  0.09
H 0.4625 4.7013 -2.0853  0.10
O -1.1113 1.9509 4.0893  0.08
C -1.3690 3.1241 4.3238  -0.50
C -1.1301 4.3365 3.4458  -0.07
C -1.1931 5.4078 4.4510  -0.16
C -2.0306 4.8075 5.5460  -0.15
O -1.7863 3.4013 5.5097  0.08
H -0.1045 4.1625 3.1202  0.14
H -1.7859 4.4477 2.5822  0.12
H -0.2246 5.6255 4.9011  0.13
H -1.8399 6.1936 4.0608  0.13
H -1.8900 5.2246 6.5432  0.13
H -3.1003 4.8628 5.3441  0.13
O 1.9368 1.8295 -1.5988  0.10
C 3.0083 2.3824 -1.7385  -0.42
C 4.2442 1.6649 -2.2929  -0.03
C 5.2455 2.7212 -1.8049  -0.16
C 4.5258 4.0533 -1.7978  -0.15
O 3.1885 3.6913 -1.4265  0.04
H 4.5998 0.7090 -1.9082  0.12
H 4.0364 1.5237 -3.3535  0.11
H 5.7107 2.4256 -0.8645  0.12
H 6.0416 2.6942 -2.5490  0.11
H 4.8324 4.7902 -1.0555  0.13
H 4.6953 4.4815 -2.7858  0.13
O 1.3559 -1.6924 -1.0770  0.03
C 0.8258 -0.6622 -0.6044  -0.42
C -0.4386 0.2129 -1.0268  -0.05
C -0.9262 0.8062 0.3564  -0.09
C 0.4524 0.7957 1.1010  -0.12
O 1.3283 -0.1911 0.5111  0.03
H -0.0302 0.8895 -1.7775  0.09
H -1.2470 -0.3327 -1.5136  0.10
H -1.4351 1.7696 0.3257  0.09
H -1.6521 0.0466 0.6463  0.08
H 1.0153 1.7181 0.9583  0.12
H 0.3227 0.7868 2.1832  0.10
O 1.8720 1.3776 -4.7939  0.05
C 2.3833 0.2324 -4.7063  -0.47
C 1.8383 -0.9996 -4.0399  -0.07
C 2.9746 -1.9736 -4.0535  -0.13
C 4.0878 -1.2497 -4.8231  -0.12
O 3.5829 0.0284 -5.1958  0.03
H 1.2648 -0.7900 -3.1370  0.10
H 1.1027 -1.5567 -4.6202  0.13
H 3.2632 -2.1737 -3.0216  0.10
H 2.6068 -2.9342 -4.4141  0.11
H 5.0055 -1.1428 -4.2448  0.12
H 4.4702 -1.6386 -5.7669  0.12
O -6.5725 0.9097 4.0974  0.12
C -5.9417 1.3959 3.2069  -0.54
C -6.3100 2.5932 2.3616  -0.09
C -5.4913 2.3313 1.1961  -0.21
C -4.2476 1.7004 1.7314  -0.11
O -4.8272 0.9140 2.7795  0.06
H -7.3711 2.7008 2.1364  0.14
H -5.8474 3.4385 2.8711  0.13
H -6.0628 1.7199 0.4978  0.13
H -5.2538 3.2764 0.7078  0.10
H -3.7838 1.0666 0.9755  0.12
H -3.6213 2.4918 2.1430  0.12
C -2.9169 -4.9367 -2.0214  -0.16
C -2.0736 -5.0972 -0.6876  -0.12
C -1.3113 -3.7138 -0.6343  -0.13
O -1.3153 -3.2971 -2.0261  -0.18
C -1.9075 -4.2368 -2.9133  -0.22
H -3.7255 -4.2720 -1.7175  0.09
H -3.4361 -5.8337 -2.3591  0.11
H -1.3504 -5.8919 -0.8705  0.09
H -2.7205 -5.3796 0.1430  0.10
H -0.2599 -3.7000 -0.3471  0.11
H -1.9465 -2.9777 -0.1415  0.10
H -1.2109 -4.9758 -3.3092  0.10
H -2.4253 -3.7183 -3.7202  0.12
C 2.1078 -5.9035 -2.8436  -0.14
C 2.2900 -7.2985 -2.2947  -0.16
C 2.7976 -7.1349 -0.8142  -0.18
O 2.6577 -5.7681 -0.5283  -0.15
C 2.6076 -4.9553 -1.6658  -0.20
H 1.1418 -5.5625 -3.2156  0.09
H 2.8540 -5.8875 -3.6380  0.10
H 2.9075 -7.9491 -2.9140  0.10
H 1.3412 -7.8323 -2.2416  0.10
H 3.8415 -7.4478 -0.7942  0.11
H 2.2222 -7.6690 -0.0581  0.12
H 3.6124 -4.6609 -1.9688  0.10
H 2.0933 -4.0107 -1.4892  0.10
C 1.9773 -0.8133 4.8343  -0.17
C 3.4438 -1.1365 4.6081  -0.17
C 3.8281 -0.1297 3.5490  -0.21
O 3.1573 1.0476 3.9777  -0.15
C 2.0127 0.7214 4.8248  -0.17
H 1.5578 -1.2454 5.7429  0.11
H 1.3655 -1.1520 3.9981  0.11
H 3.5630 -2.2109 4.4678  0.11
H 4.0672 -0.8680 5.4609  0.12
H 3.4381 -0.3719 2.5604  0.10
H 4.8974 0.0602 3.4561  0.12
H 1.2075 1.0672 4.1765  0.08
H 1.9844 1.1160 5.8405  0.12
C -3.0389 1.3760 -3.2882  -0.20
C -4.2664 0.5598 -3.0686  -0.17
C -5.3707 1.6266 -2.9932  -0.21
O -4.9367 2.4478 -3.9892  -0.09
C -3.5803 2.5137 -4.0984  -0.24
H -2.2476 0.8876 -3.8569  0.12
H -2.6437 1.7521 -2.3446  0.10
H -4.1462 -0.0582 -2.1788  0.10
H -4.2273 -0.0090 -3.9976  0.12
H -5.3115 2.0697 -1.9991  0.11
H -6.2783 1.0246 -3.0378  0.13
H -3.0555 3.3644 -3.6637  0.10
H -3.3306 2.6296 -5.1531  0.13

Forces on atoms 1 to 6 (eV/Å):
0.37 0.54 1.22
-0.15 0.01 -0.01
1.86 -0.03 -0.01
-0.63 -1.25 1.17
-1.76 1.08 -2.68
0.42 -0.39 1.46

Highest occupied orbital energy ... -9.10 eV
Frontier orbital gap ... 9.35 eV
Molar mass ... 989.1 Da
Energy relative to the best compared isomer or geometry (same formula, charge and spin) ... 282.0 kJ/mol
SMILES ... COC(=O)OC.COC(=O)OC.COC(=O)OC.O=C1CCCO1.O=C1CCCO1.O=C1CCCO1.O=C1CCCO1.O=C1CCCO1.C1CCOC1.C1CCOC1.C1CCOC1.C1CCOC1


Which value of molar mass does entry 1 give? 185.1 Da


Among the records above, which one has the highest molar mass? C54H32I4MnN6